{"formula": "C53H54Cl3Ge2N6O7S4Tc", "method": "ωB97M-V with the def2-TZVPD basis set", "homo_energy_ev": [-9.707, -9.706], "gap_ev": [5.5, 5.0], "lumo_energy_ev": [-4.19, -4.75], "charge": 1, "energy_ha": -10115.01421, "multiplicity": 4, "symbols": ["Tc", "C", "C", "Ge", "C", "C", "C", "C", "Ge", "C", "C", "C", "C", "C", "C", "C", "C", "C", "C", "H", "H", "H", "H", "H", "H", "H", "H", "H", "H", "H", "H", "H", "H", "H", "H", "H", "H", "H", "H", "H", "H", "H", "H", "H", "H", "O", "C", "O", "C", "C", "C", "N", "C", "C", "C", "O", "O", "H", "H", "H", "Cl", "C", "C", "C", "C", "C", "C", "N", "C", "C", "N", "C", "O", "C", "C", "C", "Cl", "S", "C", "C", "C", "Cl", "C", "H", "H", "H", "H", "H", "H", "H", "H", "H", "H", "H", "H", "H", "N", "C", "S", "N", "C", "C", "C", "C", "C", "C", "H", "H", "H", "H", "H", "H", "H", "H", "O", "S", "O", "N", "C", "S", "C", "C", "C", "C", "C", "C", "H", "H", "H", "H"], "xyz": [[-0.4265, 0.4883, -0.3334], [4.0085, 0.2804, 4.1951], [2.7514, 0.6343, 3.3814], [2.5229, -0.6917, 1.9909], [2.9995, -2.4902, 2.5491], [4.4744, -2.8299, 2.2922], [3.5527, -0.1498, 0.4670], [3.4025, 0.5123, -0.6858], [1.7288, 1.1362, -1.5470], [1.8288, 3.0974, -1.7350], [3.0914, 3.6956, -2.3713], [1.4881, 0.3099, -3.3217], [1.7200, 1.2404, -4.5192], [4.6522, 0.9045, -1.4182], [4.8229, 0.6153, -2.7714], [5.9953, 0.9592, -3.4300], [7.0115, 1.6151, -2.7499], [6.8476, 1.9252, -1.4061], [5.6789, 1.5699, -0.7457], [4.1390, 0.9943, 5.0097], [4.9172, 0.3057, 3.5882], [3.9363, -0.7121, 4.6439], [2.8523, 1.6011, 2.8868], [1.8684, 0.6692, 4.0165], [2.3464, -3.1785, 2.0112], [2.7598, -2.5793, 3.6124], [4.7224, -2.7539, 1.2329], [4.6901, -3.8508, 2.6082], [5.1492, -2.1693, 2.8413], [4.5923, -0.3828, 0.7381], [1.6829, 3.5278, -0.7379], [0.9536, 3.3776, -2.3245], [3.9728, 3.5471, -1.7476], [2.9608, 4.7724, -2.5091], [3.3094, 3.2637, -3.3479], [0.4623, -0.0557, -3.3346], [2.1112, -0.5846, -3.3724], [1.1856, 2.1896, -4.4108], [1.3653, 0.7696, -5.4398], [2.7755, 1.4792, -4.6644], [4.0448, 0.0920, -3.3088], [6.1140, 0.7154, -4.4791], [7.9284, 1.8785, -3.2627], [7.6293, 2.4509, -0.8708], [5.5450, 1.8328, 0.2981], [-6.0560, -3.3458, -2.3346], [-6.1722, -2.7422, -1.2741], [-7.0742, -2.5466, -0.4388], [-4.8934, -1.9613, -0.8790], [-4.9951, -0.6884, -0.3417], [-3.8368, -0.0056, -0.0455], [-2.6088, -0.5183, -0.2480], [-2.5289, -1.7463, -0.7888], [-3.6379, -2.5051, -1.1052], [-1.1445, -2.2008, -1.1804], [-0.8452, -3.3544, -1.2866], [-0.3196, -1.1732, -1.4184], [-5.9660, -0.2470, -0.1587], [-3.8947, 0.9911, 0.3740], [-3.5136, -3.4815, -1.5561], [-8.7327, -1.3443, -7.7835], [-7.6512, -0.5815, -6.6688], [-7.8333, 0.7515, -6.3377], [-6.9679, 1.3471, -5.4340], [-5.9211, 0.6336, -4.8608], [-4.9908, 1.2867, -3.8670], [-3.6789, 1.6798, -4.5338], [-2.6987, 2.0109, -3.4953], [-2.4895, 3.2408, -2.9012], [-1.6330, 3.0280, -1.8680], [-1.3552, 1.6650, -1.8145], [-2.0119, 1.1062, -2.8155], [-5.5501, 2.4373, -3.2779], [-5.6951, 2.3551, -1.8626], [-6.7932, 1.4633, -1.3545], [-7.5851, 1.8005, -0.2988], [-7.5469, 3.2746, 0.5906], [-8.6789, 0.5636, 0.1462], [-8.0953, -0.4539, -1.0939], [-7.1045, 0.1372, -1.8098], [-5.7623, -0.6988, -5.2256], [-4.4721, -1.6497, -4.5386], [-6.6194, -1.3211, -6.1179], [-8.6488, 1.3105, -6.7787], [-7.1147, 2.3789, -5.1406], [-4.7289, 0.5646, -3.0841], [-3.8133, 2.5488, -5.1734], [-3.3035, 0.8478, -5.1242], [-2.9626, 4.1375, -3.2640], [-1.2141, 3.7296, -1.1705], [-2.0068, 0.0542, -3.0593], [-5.8636, 3.3740, -1.5260], [-4.7380, 2.0264, -1.4356], [-8.5055, -1.4452, -1.2233], [-6.6183, -0.3605, -2.6385], [-6.4861, -2.3635, -6.3724], [-2.3023, 1.5456, 2.3528], [-1.1957, 2.3013, 2.4476], [-0.0077, 2.2783, 1.1995], [-1.0515, 2.9917, 3.5717], [-0.1496, 4.0274, 3.9769], [0.6696, 4.7465, 3.1206], [1.4583, 5.7650, 3.6412], [1.4337, 6.0705, 4.9929], [0.6091, 5.3443, 5.8405], [-0.1792, 4.3266, 5.3346], [-2.2845, 0.8338, 1.6422], [-2.8230, 1.3141, 3.1918], [-1.6723, 2.7031, 4.3160], [0.7021, 4.5373, 2.0625], [2.0946, 6.3282, 2.9705], [2.0488, 6.8706, 5.3832], [0.5738, 5.5693, 6.8987], [-0.8185, 3.7540, 5.9999], [-2.5462, 1.0168, 4.7928], [-1.5667, -0.0212, 4.9430], [-0.7752, -0.0986, 6.1264], [-0.5308, 0.1065, 3.6226], [-0.6429, -0.9188, 2.8845], [0.2788, -1.1663, 1.3847], [-1.6281, -1.9606, 3.2899], [-1.9673, -3.1476, 2.6656], [-2.9248, -3.9501, 3.2807], [-3.5101, -3.5734, 4.4855], [-3.1700, -2.3746, 5.1114], [-2.2336, -1.5880, 4.4793], [-1.5048, -3.4479, 1.7309], [-3.2127, -4.8851, 2.8168], [-4.2465, -4.2193, 4.9460], [-3.6218, -2.0780, 6.0489]], "mulliken_spin": [2.887, 0.001, 0.007, -0.023, 0.005, 0.001, -0.023, 0.054, -0.100, 0.005, -0.004, 0.001, -0.004, 0.006, 0.001, 0.000, 0.001, 0.000, 0.001, 0.000, 0.000, 0.000, 0.001, -0.002, 0.000, 0.000, 0.000, 0.000, 0.000, -0.002, 0.004, 0.002, 0.000, 0.000, 0.000, -0.012, 0.000, 0.000, 0.000, 0.000, 0.001, 0.000, 0.000, 0.000, 0.000, 0.001, 0.000, 0.001, 0.005, 0.005, 0.024, -0.062, 0.057, -0.003, -0.016, 0.027, 0.043, -0.003, -0.025, 0.001, 0.000, 0.000, 0.000, 0.001, -0.002, 0.001, 0.001, 0.006, 0.003, 0.053, -0.090, 0.082, -0.001, -0.003, 0.001, 0.000, 0.000, 0.000, 0.000, 0.000, 0.000, 0.000, 0.000, 0.000, 0.000, 0.001, -0.001, 0.001, -0.001, 0.002, -0.010, 0.000, -0.002, 0.000, 0.000, 0.000, 0.023, 0.015, 0.008, 0.012, 0.002, -0.001, 0.000, 0.002, -0.001, 0.003, 0.034, -0.004, 0.001, 0.003, 0.000, 0.000, 0.000, 0.000, 0.000, 0.000, 0.000, -0.004, 0.018, -0.019, -0.003, 0.003, 0.000, 0.000, -0.001, 0.002, 0.001, 0.000, 0.000, 0.000]}